A structure of composition C30H28BCo2F3O8. Source: the OMol25 dataset; level of theory: ωB97M-V/def2-TZVPD.

Summary:
LUMO energy   -2.0 eV
Energy above the lowest of the compared OMol25 structures with the same formula, charge and spin   70.7 kJ/mol
Strongest force on any atom   3.95 eV Å⁻¹

Positions of all 72 atoms, in Å:
Co1 1.277 4.360 -3.168
Co2 3.050 4.234 -0.960
F1 -1.910 -1.016 4.193
F2 -1.165 -3.026 3.691
F3 0.002 -1.718 5.023
O1 1.259 4.441 1.362
O2 1.823 2.564 -5.386
O3 5.394 5.705 0.042
O4 -0.675 3.044 -1.327
O5 0.967 -0.130 -2.135
O6 -0.428 6.054 -4.792
O7 2.938 -1.123 -1.301
O8 5.889 3.209 -1.743
C1 -0.021 -1.981 -3.323
C2 -0.050 -1.172 2.694
C3 3.369 -2.844 -2.891
C4 1.965 4.347 0.450
C5 3.000 8.041 -2.051
C6 -0.779 -1.725 3.901
C7 2.375 5.607 -2.159
C8 4.464 5.140 -0.374
C9 2.304 -2.116 -2.099
C10 0.260 5.403 -4.131
C11 4.348 4.290 -3.310
C12 -0.752 -0.482 1.715
C13 0.892 8.460 -0.247
C14 1.267 -1.260 -2.965
C15 2.996 1.769 -1.363
C16 1.900 -0.739 -4.244
C17 1.829 9.474 -0.481
C18 3.010 4.792 -3.055
C19 2.864 9.270 -1.396
C20 3.955 1.494 -0.291
C21 1.018 7.225 -0.899
C22 1.316 -1.383 2.561
C23 1.268 -0.291 0.393
C24 2.129 6.975 -1.722
C25 1.590 3.229 -4.470
C26 4.883 3.804 -1.989
C27 0.118 3.550 -2.012
C28 1.605 -3.148 -1.207
C29 -0.087 -0.010 0.577
C30 1.983 -0.919 1.421
B1 1.898 -0.198 -1.078
H1 -0.675 -1.305 -3.887
H2 1.729 10.420 0.048
H3 2.865 -0.255 -4.043
H4 1.266 -3.991 -1.824
H5 1.230 -0.008 -4.708
H6 2.328 -3.546 -0.482
H7 3.778 7.879 -2.800
H8 4.456 2.409 0.057
H9 2.042 -1.564 -4.951
H10 -0.658 0.541 -0.173
H11 0.058 8.605 0.451
H12 0.742 -2.739 -0.662
H13 4.036 -3.356 -2.189
H14 3.575 10.064 -1.595
H15 2.901 -3.602 -3.534
H16 5.021 5.095 -3.716
H17 3.968 -2.155 -3.495
H18 1.862 -1.918 3.334
H19 0.209 -2.841 -3.967
H20 0.271 6.436 -0.755
H21 3.503 1.056 0.607
H22 4.357 3.505 -4.072
H23 4.751 0.824 -0.641
H24 -1.819 -0.316 1.829
H25 2.002 2.174 -1.140
H26 -0.566 -2.327 -2.436
H27 3.056 -1.109 1.340
H28 3.284 1.627 -2.401

Here are the Löwdin charges for atoms 1 to 2, given in e: 0.161 0.186